Formula: C17H11CaN5O6
Source: the OMol25 dataset
Level of theory: the ωB97M-V functional and the def2-TZVPD basis

Output
Calculated total energy ... -55986.160 eV
Energy relative to the best compared isomer or geometry (same formula, charge and spin) ... 0.9135 eV
Gap between HOMO and LUMO ... 0.327 Ha

Element x y z (Å)
O1 2.064 -3.055 0.670
C1 1.583 -2.100 0.056
N1 1.982 0.076 -0.981
C2 -0.266 4.028 0.053
C3 4.989 -1.981 -0.179
C4 -3.685 -3.663 0.061
C5 -3.698 -0.939 0.022
C6 1.868 3.395 0.906
H1 5.162 0.629 -1.385
H2 -5.826 -1.041 -0.038
H3 -0.978 4.738 -0.343
C7 2.506 -1.047 -0.500
N2 0.083 1.804 0.865
C8 -4.910 -1.612 -0.004
C9 4.203 0.204 -1.141
O2 4.617 -3.054 0.481
O3 -2.948 3.347 -0.054
H4 1.431 5.344 0.104
C10 1.341 2.144 1.165
H5 2.880 1.732 -1.744
C11 -3.686 0.581 0.007
C12 -2.519 -2.917 0.085
O4 -4.738 1.181 0.040
O5 0.345 -1.890 -0.141
C13 -0.710 2.739 0.325
H6 -3.641 -4.743 0.078
H7 1.947 1.384 1.645
H8 2.897 3.611 1.160
C14 1.050 4.355 0.323
H9 -5.831 -3.551 -0.010
C15 -4.902 -2.997 0.014
C16 3.921 -1.011 -0.561
O6 6.139 -1.747 -0.463
Ca1 -0.668 -0.206 -0.017
N3 -2.406 1.073 -0.014
C17 -2.179 2.415 0.058
H10 3.630 -3.071 0.638
N4 3.027 0.813 -1.365
H11 -1.543 -3.383 0.117
N5 -2.525 -1.582 0.066